Below is C6H8BrF3N2 in the gas phase, with properties calculated with the ωB97M-V functional and the def2-TZVPD basis.

Element x y z (Å)
C 0.18 1.01 1.62
C 1.21 0.21 2.04
C 2.00 -0.39 1.03
C -1.60 0.50 0.17
C 0.54 -0.60 -1.56
C 3.21 0.42 0.47
N -0.21 0.89 0.29
N 0.81 0.34 -0.45
F 3.68 -0.03 -0.71
F 2.90 1.73 0.39
F 4.27 0.27 1.37
Br 1.56 -0.17 3.86
H -0.39 1.62 2.31
H 2.12 -1.47 1.07
H -1.81 0.27 -0.88
H -1.91 -0.36 0.73
H -2.31 1.19 0.70
H 1.03 -1.47 -1.13
H -0.49 -0.88 -1.80
H 1.07 -0.29 -2.46

## Properties
- Charge: 0
- Energy relative to the best compared isomer or geometry (same formula, charge and spin): 200.96 kJ/mol

Below is a molecular structure, C4H7KO3, with properties calculated with the ωB97M-V functional and the def2-TZVPD basis.

Element x y z (Å)
O -0.18 0.55 -1.51
C -0.72 0.95 -2.65
H -0.02 1.16 -3.45
H -1.80 1.13 -2.66
O -0.31 0.33 0.95
O -2.19 0.41 -0.18
C -0.97 0.43 -0.16
C 1.12 0.08 1.01
H 1.63 0.53 0.15
H 1.47 0.64 1.88
K -3.94 0.47 2.00
C 1.41 -1.40 1.13
H 0.98 -1.96 0.29
H 2.50 -1.54 1.13
H 1.01 -1.79 2.07

## Properties
- Charge: +1
- 2S+1: 2
- Energy relative to the best compared isomer or geometry (same formula, charge and spin): 26.12 kJ/mol
- ⟨S²⟩: 0.75

Below is a gas-phase ion, CH4N3S2 (charge +1), with properties calculated with the ωB97M-V functional and the def2-TZVPD basis.

Element x y z (Å)
N -1.34 -0.25 -0.56
C -0.12 0.09 -0.16
N -0.07 0.60 1.44
N 1.00 -0.33 -0.68
S 1.66 -0.75 -2.19
S 2.62 -0.04 -0.46
H -1.76 -0.69 -1.30
H -1.85 -0.32 0.27
H 0.81 0.90 1.77
H -0.95 0.77 1.86

## Properties
- Charge: +1
- Energy relative to the best compared isomer or geometry (same formula, charge and spin): 200.41 kJ/mol
- SMILES: NC(=[NH2+])n1ss1

Below is a molecular structure, C9H12GaOS7, with properties calculated with the ωB97M-V functional and the def2-TZVPD basis.

Element x y z (Å)
Ga 0.71 -0.25 -0.53
C -1.76 2.26 0.40
C -0.37 2.80 0.66
S 0.95 1.63 1.03
C 0.49 0.78 2.55
C -0.69 -0.20 2.50
S -0.47 -1.48 1.24
C -2.10 -1.65 0.48
C -2.82 -0.35 0.11
S -1.80 0.86 -0.76
H -2.37 3.05 -0.03
H -2.25 1.95 1.32
H -0.40 3.54 1.47
H 0.02 3.32 -0.22
H 0.31 1.54 3.31
H 1.41 0.26 2.82
H -1.63 0.31 2.33
H -0.75 -0.70 3.46
H -2.73 -2.25 1.13
H -1.89 -2.25 -0.41
H -3.26 0.13 0.98
H -3.65 -0.61 -0.55
O 5.08 -2.56 -4.84
C 4.29 -2.15 -4.05
S 2.65 -1.59 -4.50
C 2.15 -1.21 -2.86
C 3.02 -1.43 -1.87
S 2.74 -1.13 -0.16
S 4.58 -2.09 -2.30
S 0.53 -0.53 -2.69

## Properties
- Charge: +1

Below is 2 unconnected molecules or ions with the total composition C4H6ClF, with properties calculated with the ωB97M-V functional and the def2-TZVPD basis.

Element x y z (Å)
C -0.04 0.40 0.13
C 2.86 -0.86 -0.25
C -0.93 0.13 -1.10
C -0.86 0.02 1.36
F 2.60 -0.55 -1.50
Cl 2.90 0.50 0.68
H -1.57 -0.82 -1.02
H -0.32 0.17 -2.00
H -1.45 1.09 -1.02
H -1.24 -0.91 1.09
H -1.74 0.65 1.40
H -0.21 0.16 2.21

## Properties
- Charge: 0
- Energy relative to the best compared isomer or geometry (same formula, charge and spin): 633.38 kJ/mol

Below is 2 unconnected molecules or ions with the total composition C10H12BrN2OP, with properties calculated with the ωB97M-V functional and the def2-TZVPD basis.

Element x y z (Å)
C -2.01 -2.72 -0.40
C -3.17 -2.09 -0.01
C -0.82 -2.01 -0.34
C -3.30 -0.73 0.10
C -0.92 -0.67 -0.13
C -2.17 -0.11 0.11
C 1.90 -0.12 -2.45
C 0.89 0.96 -2.27
C 1.89 1.41 2.73
C 1.09 2.41 1.97
N 1.95 0.84 -1.31
N 1.95 1.45 1.32
O 2.59 -0.91 0.61
P 1.68 0.16 0.22
Br -2.14 1.82 0.33
H -1.90 -3.86 -0.47
H -4.07 -2.70 0.11
H 0.10 -2.37 -0.70
H -4.29 -0.27 0.35
H 1.54 -1.22 -2.16
H 2.81 0.02 -3.11
H 0.86 1.83 -2.88
H -0.16 0.66 -2.06
H 2.71 1.88 3.19
H 1.44 0.62 3.26
H -0.04 2.31 1.95
H 1.60 3.41 2.02

## Properties
- Charge: 0
- Energy relative to the best compared isomer or geometry (same formula, charge and spin): 0.00 kJ/mol

Below is 8 unconnected molecules or ions with the total composition C23H63ClN4O11, with properties calculated with the ωB97M-V functional and the def2-TZVPD basis.

Element x y z (Å)
O 26.22 1.91 -7.53
H 26.78 1.15 -7.71
H 25.77 1.79 -6.70
H 25.54 2.08 -8.18
Cl 24.51 -1.74 -6.45
O 24.33 -2.83 -7.37
O 25.81 -1.80 -5.74
O 24.41 -0.61 -7.30
O 23.46 -1.61 -5.51
C 28.74 -1.09 -7.78
O 27.53 -0.61 -8.18
H 28.65 -2.15 -8.01
H 29.49 -0.96 -8.57
H 29.28 -0.80 -6.88
H 26.96 -1.35 -7.96
C 24.14 -2.31 -10.93
O 23.68 -0.95 -10.71
H 23.53 -2.98 -10.32
H 23.96 -2.70 -11.94
H 25.20 -2.46 -10.72
H 23.83 -0.73 -9.79
C 23.39 3.53 -4.53
C 24.70 2.83 -4.24
C 24.70 2.47 -2.81
O 26.11 2.24 -2.53
C 26.52 1.82 -1.22
N 25.06 1.67 -5.08
H 22.57 2.82 -4.43
H 23.22 3.99 -5.50
H 23.28 4.45 -3.96
H 25.43 3.63 -4.43
H 24.20 1.51 -2.68
H 24.28 3.14 -2.06
H 27.60 1.87 -1.09
H 26.15 0.82 -1.03
H 26.15 2.48 -0.44
H 25.80 1.20 -4.59
H 24.28 1.03 -5.10
C 25.70 -6.30 -6.95
C 26.93 -5.87 -7.73
C 26.96 -6.36 -9.22
O 27.23 -7.77 -9.38
C 26.11 -8.50 -9.76
N 27.01 -4.41 -7.77
H 24.79 -6.08 -7.51
H 25.76 -5.93 -5.93
H 25.73 -7.39 -6.91
H 27.73 -6.26 -7.11
H 27.82 -5.99 -9.78
H 26.13 -5.90 -9.76
H 25.67 -8.27 -10.73
H 25.33 -8.30 -9.02
H 26.23 -9.59 -9.73
H 26.68 -4.02 -6.90
H 26.21 -4.18 -8.35
C 21.51 1.08 -7.19
C 20.10 0.98 -7.95
C 19.13 2.15 -7.88
O 19.69 3.42 -8.28
C 18.67 4.42 -8.46
N 20.52 0.71 -9.33
H 21.89 0.07 -7.04
H 21.45 1.41 -6.16
H 22.21 1.80 -7.63
H 19.55 0.05 -7.77
H 18.62 2.22 -6.92
H 18.43 2.08 -8.71
H 18.15 4.15 -9.38
H 18.97 5.44 -8.68
H 17.94 4.49 -7.65
H 19.66 0.34 -9.73
H 21.18 -0.05 -9.30
C 19.08 -6.09 -3.93
C 18.82 -5.88 -5.43
C 18.29 -4.50 -5.68
C 19.35 -3.44 -5.64
C 20.36 -3.73 -6.74
C 21.00 -5.15 -6.60
N 19.95 -6.21 -6.35
O 20.51 -7.56 -6.17
C 21.69 -5.42 -8.00
C 22.08 -5.19 -5.49
C 17.59 -6.77 -5.92
H 19.02 -7.15 -3.71
H 18.32 -5.67 -3.27
H 20.04 -5.78 -3.52
H 17.82 -4.53 -6.66
H 17.60 -4.37 -4.85
H 19.79 -3.28 -4.65
H 18.95 -2.45 -5.83
H 21.12 -2.96 -6.78
H 19.83 -3.61 -7.68
H 20.98 -5.91 -8.67
H 22.09 -4.57 -8.55
H 22.46 -6.18 -7.86
H 22.87 -4.48 -5.73
H 21.76 -5.03 -4.46
H 22.52 -6.18 -5.62
H 17.24 -6.44 -6.90
H 16.71 -6.74 -5.28
H 17.94 -7.75 -6.24
H 21.08 -7.46 -5.41

## Properties
- Charge: 0
- Energy relative to the best compared isomer or geometry (same formula, charge and spin): 88.05 kJ/mol

Below is a gas-phase ion, C4H5N2OS (charge -1), with properties calculated with the ωB97M-V functional and the def2-TZVPD basis.

Element x y z (Å)
C -1.72 0.73 0.20
N -0.54 0.18 -0.40
N 0.62 1.00 -0.08
C 1.77 -0.04 -0.01
S 3.31 0.68 0.04
C 1.26 -1.27 0.01
C -0.15 -1.17 -0.11
O -1.08 -2.01 0.02
H -1.40 0.62 1.30
H -1.85 1.66 -0.36
H -2.58 0.03 -0.11
H 0.61 1.77 -0.74
H 1.75 -2.18 0.24

## Properties
- Charge: -1
- Energy relative to the best compared isomer or geometry (same formula, charge and spin): 100.86 kJ/mol
- SMILES: Cn1[nH]c(=S)cc1[O-]

Below is a molecular structure, C26H20CrNO6SSb, with properties calculated with the ωB97M-V functional and the def2-TZVPD basis.

Element x y z (Å)
Cr -0.85 0.25 -2.55
O 0.57 3.26 -0.10
C -0.10 2.44 -0.93
O 0.34 1.23 -1.12
C -1.23 2.91 -1.59
C -1.86 4.19 -1.55
C -2.94 4.40 -2.37
C -3.43 3.40 -3.25
C -2.78 2.19 -3.24
N -1.75 1.98 -2.43
C -3.07 0.96 -4.10
O -3.95 0.96 -4.91
O -2.23 -0.03 -3.86
H 1.27 2.74 0.33
H -1.48 4.95 -0.90
H -3.42 5.37 -2.36
H -4.26 3.56 -3.92
S -2.00 -0.78 -0.72
Sb -0.10 -0.90 0.59
C 1.77 -1.37 -0.21
C 2.73 -0.40 -0.45
C 3.95 -0.78 -1.00
C 4.19 -2.11 -1.30
C 3.23 -3.07 -1.06
C 2.01 -2.71 -0.50
C -0.44 -2.57 1.83
C -1.64 -3.28 1.76
C -1.84 -4.37 2.59
C -0.86 -4.75 3.50
C 0.33 -4.04 3.57
C 0.54 -2.96 2.74
C 0.08 0.67 1.94
C -1.06 1.42 2.22
C -0.97 2.48 3.12
C 0.24 2.78 3.72
C 1.38 2.03 3.43
C 1.30 0.97 2.54
H 2.52 0.64 -0.26
H 4.70 -0.03 -1.20
H 5.15 -2.40 -1.73
H 3.42 -4.11 -1.30
H 1.25 -3.46 -0.32
H -2.40 -2.99 1.04
H -2.77 -4.92 2.54
H -1.03 -5.60 4.15
H 1.10 -4.34 4.28
H 1.48 -2.42 2.79
H -2.00 1.20 1.73
H -1.85 3.07 3.34
H 0.31 3.61 4.41
H 2.32 2.27 3.90
H 2.18 0.39 2.32
O 0.63 0.69 -3.94
C 1.03 -0.50 -3.81
O 0.43 -1.28 -3.02
H 1.90 -0.86 -4.38

## Properties
- Charge: 0
- 2S+1: 5
- Energy relative to the best compared isomer or geometry (same formula, charge and spin): 0.00 kJ/mol
- ⟨S²⟩: 6.04

Below is 2 unconnected molecules or ions with the total composition C21H30F3NO7, with properties calculated with the ωB97M-V functional and the def2-TZVPD basis.

Element x y z (Å)
C -0.92 2.40 3.59
C -2.18 2.48 2.58
C -3.39 1.49 2.92
O -3.14 0.08 2.66
N -2.34 -0.13 1.60
C -2.89 0.17 0.27
C -2.08 0.00 -1.03
C -0.61 -0.57 -0.94
C 0.30 -0.76 -2.26
O -0.18 -1.41 -3.24
O 1.64 -0.22 -2.31
C 1.42 1.25 -2.25
C 2.60 1.93 -3.12
C 1.94 3.19 -3.91
C 0.99 2.68 -5.12
O 0.07 3.78 -5.39
C -1.22 3.48 -4.76
C -0.09 -0.88 0.51
C 1.40 -1.41 0.68
O 1.68 -2.61 -0.09
C 3.08 -2.89 -0.16
C 4.17 -2.53 0.94
O 3.46 -3.51 -1.20
C -0.98 -0.65 1.80
C -0.48 -0.92 3.29
C -0.12 -2.44 3.63
C -0.56 -3.50 2.53
F 0.50 -4.28 1.94
C -1.87 -3.80 2.11
F -2.03 -4.27 0.76
F -3.04 -3.71 2.91
H -0.05 1.90 3.01
H -0.54 3.45 3.86
H -1.10 1.74 4.51
H -2.60 3.56 2.69
H -1.82 2.43 1.48
H -4.34 1.90 2.42
H -3.57 1.58 4.06
H -3.96 0.59 0.18
H -2.57 0.28 -2.03
H 1.42 1.57 -1.14
H 0.37 1.41 -2.71
H 3.43 2.25 -2.39
H 2.94 1.14 -3.87
H 1.37 3.85 -3.15
H 2.83 3.82 -4.29
H 0.38 1.76 -4.85
H 1.68 2.47 -6.02
H -1.90 4.37 -5.03
H -1.69 2.55 -5.22
H -1.15 3.41 -3.61
H 1.68 -1.59 1.79
H 2.09 -0.58 0.28
H 4.33 -3.42 1.67
H 3.93 -1.62 1.58
H 5.15 -2.28 0.37
H 0.50 -0.31 3.41
H -1.18 -0.53 4.10
H 1.00 -2.55 3.88
H -0.66 -2.74 4.61
O -0.28 -6.80 0.84
H -0.82 -6.04 0.62

## Properties
- Charge: 0
- Energy relative to the best compared isomer or geometry (same formula, charge and spin): 837.47 kJ/mol

Below is a molecular structure, C56H52N4O2S2Ti, with properties calculated with the ωB97M-V functional and the def2-TZVPD basis.

Element x y z (Å)
Ti 0.01 -0.38 -0.46
C 1.76 -3.99 -1.41
C 1.12 -3.66 -0.06
C -0.40 -3.47 -0.11
N -0.78 -2.33 -0.93
C -1.52 -2.39 -2.01
C -2.08 -3.59 -2.53
C -2.63 -3.88 -3.75
C -2.85 -3.06 -4.86
C -2.65 -1.70 -4.90
C -2.25 -0.83 -3.89
C -1.83 -1.04 -2.57
N -1.59 -0.05 -1.71
C -2.14 1.29 -1.91
C -1.13 2.40 -2.17
C -0.20 2.71 -0.99
N 0.65 1.55 -0.78
C 1.97 1.63 -0.72
C 2.63 2.80 -0.30
C 3.97 3.12 -0.23
C 5.08 2.39 -0.63
C 5.07 1.14 -1.20
C 4.01 0.28 -1.45
C 2.64 0.38 -1.17
N 1.77 -0.61 -1.46
C 2.13 -1.64 -2.42
C 2.76 -2.94 -1.90
H 0.99 -4.11 -2.18
H 2.27 -4.95 -1.35
H 1.58 -2.77 0.36
H 1.31 -4.46 0.66
H -0.75 -3.28 0.90
H -0.86 -4.41 -0.43
H -2.01 -4.43 -1.86
H -2.92 -4.92 -3.87
H -3.23 -3.54 -5.75
H -2.87 -1.22 -5.84
H -2.24 0.21 -4.19
H -2.68 1.54 -0.99
H -2.89 1.29 -2.70
H -1.70 3.31 -2.40
H -0.52 2.17 -3.05
H -0.78 2.97 -0.10
H 0.41 3.58 -1.25
H 1.96 3.56 0.08
H 4.17 4.10 0.21
H 6.05 2.86 -0.49
H 6.04 0.74 -1.49
H 4.30 -0.67 -1.89
H 2.80 -1.20 -3.17
H 1.22 -1.91 -2.96
H 3.50 -2.72 -1.12
H 3.33 -3.37 -2.74
C 0.12 -5.04 6.35
C 0.50 -4.05 5.29
C 1.83 -3.86 4.92
C 2.17 -2.92 3.97
C 1.18 -2.15 3.37
C -0.15 -2.34 3.71
C -0.48 -3.27 4.67
S 1.77 -0.97 2.15
O 0.34 -0.72 1.45
C 2.28 0.45 2.91
C 3.55 0.90 2.41
C 4.11 2.03 2.89
C 3.45 2.84 3.87
C 4.02 4.02 4.35
C 3.38 4.79 5.30
C 2.14 4.39 5.79
C 1.55 3.23 5.34
C 2.18 2.42 4.36
C 1.59 1.22 3.88
C 0.31 0.77 4.51
C 0.35 0.06 5.75
C 1.58 -0.32 6.35
C 1.59 -1.01 7.53
C 0.39 -1.35 8.17
C -0.81 -0.98 7.63
C -0.86 -0.27 6.41
C -2.09 0.13 5.84
C -2.12 0.81 4.66
C -0.91 1.12 3.99
S -0.88 2.10 2.49
O -1.13 3.52 2.87
C -2.44 1.51 1.80
C -2.65 0.18 1.43
C -3.82 -0.18 0.80
C -4.82 0.76 0.54
C -6.09 0.35 -0.16
C -4.61 2.07 0.94
C -3.42 2.46 1.55
H 0.99 -5.55 6.76
H -0.56 -5.81 5.95
H -0.41 -4.54 7.17
H 2.60 -4.45 5.39
H 3.21 -2.76 3.70
H -0.91 -1.72 3.25
H -1.52 -3.40 4.96
H 4.04 0.31 1.65
H 5.07 2.37 2.50
H 4.99 4.32 3.96
H 3.84 5.71 5.66
H 1.63 4.99 6.53
H 0.57 2.95 5.72
H 2.50 -0.04 5.86
H 2.54 -1.29 7.97
H 0.42 -1.90 9.11
H -1.74 -1.23 8.13
H -3.01 -0.10 6.36
H -3.06 1.13 4.24
H -1.89 -0.56 1.64
H -3.97 -1.21 0.50
H -5.86 -0.17 -1.09
H -6.71 1.21 -0.39
H -6.67 -0.33 0.46
H -5.37 2.82 0.75
H -3.24 3.48 1.86

## Properties
- Charge: 0
- 2S+1: 3
- Energy relative to the best compared isomer or geometry (same formula, charge and spin): 0.00 kJ/mol
- ⟨S²⟩: 2.03

Below is a molecular structure, C6H9O4Rb, with properties calculated with the ωB97M-V functional and the def2-TZVPD basis.

Element x y z (Å)
O 2.92 1.87 0.91
C 2.55 0.68 1.06
O 3.00 -0.28 0.38
O 1.35 0.56 1.68
C 0.11 0.28 1.02
Rb 5.99 1.55 -0.64
H 0.63 -0.01 0.09
H -0.41 0.88 1.79
C -1.45 -0.92 1.71
C -1.98 -0.81 0.41
H -0.81 -1.76 2.02
H -2.06 -0.48 2.51
H -2.43 -1.70 -0.05
C -1.34 0.12 -0.46
C -1.21 -0.32 -1.90
O -0.47 0.66 -2.61
H -1.55 1.19 -0.36
H -2.21 -0.43 -2.34
H -0.71 -1.30 -1.95
H 0.09 0.22 -3.26

## Properties
- Charge: 0
- Energy relative to the best compared isomer or geometry (same formula, charge and spin): 564.73 kJ/mol

Number 1: DFT total energy -3216.41066 Eh. Number 2: DFT total energy -982.00133 Eh. Number 3: DFT total energy -1000.76929 Eh. Number 4: DFT total energy -5137.32467 Eh. Number 5: DFT total energy -715.80983 Eh. Number 6: DFT total energy -3488.20300 Eh. Number 7: DFT total energy -2420.42256 Eh. Number 8: DFT total energy -738.37582 Eh. Number 9: DFT total energy -3191.99318 Eh. Number 10: DFT total energy -1698.56860 Eh. Number 11: DFT total energy -4180.51182 Eh. Number 12: DFT total energy -558.76796 Eh.